[1]
C30H41N6O6P3SW as an isolated structure, computed with ωB97M-V with the def2-TZVPD basis set.

Structure (XYZ):
```
88
Properties=species:S:1:pos:R:3
W -0.749 -0.879 -0.190
C 0.028 -3.836 0.811
C -1.073 -3.340 1.735
N -1.962 -2.415 1.001
C -2.900 -3.157 0.123
C -2.320 -3.420 -1.255
N -1.454 -2.312 -1.753
C -0.296 -2.806 -2.510
C 0.762 -3.309 -1.527
N 0.510 -2.770 -0.148
H -0.350 -4.666 0.220
H 0.877 -4.213 1.379
H -0.681 -2.822 2.600
H -1.641 -4.202 2.092
H -2.497 -1.867 1.679
H -3.824 -2.596 0.066
H -3.141 -4.119 0.581
H -3.132 -3.596 -1.961
H -1.718 -4.328 -1.254
H -2.016 -1.723 -2.359
H 0.070 -1.959 -3.081
H -0.582 -3.598 -3.206
H 1.753 -2.990 -1.841
H 0.775 -4.397 -1.477
H 1.420 -2.475 0.190
N -3.241 2.612 -0.184
C -3.658 1.594 0.863
C -4.783 2.142 1.729
P -2.128 1.185 1.784
O -1.815 2.629 2.403
O -1.068 1.040 0.666
O -2.349 0.053 2.694
P -4.136 0.054 -0.019
O -4.883 0.690 -1.301
O -4.999 -0.827 0.774
O -2.820 -0.497 -0.567
H -3.058 3.514 0.259
H -3.971 2.711 -0.894
H -2.380 2.291 -0.654
H -4.467 3.040 2.262
H -5.062 1.386 2.460
H -5.668 2.373 1.132
H -0.858 2.596 2.610
H -5.810 0.412 -1.341
C 5.050 -0.724 -4.002
C 3.802 -1.307 -4.157
C 2.796 -1.050 -3.239
C 3.021 -0.212 -2.146
C 4.275 0.388 -2.010
C 5.281 0.127 -2.932
P 1.628 0.211 -1.033
C 2.358 1.372 0.168
C 3.439 0.969 0.957
C 3.991 1.834 1.888
C 3.461 3.111 2.053
C 2.374 3.508 1.291
C 1.819 2.640 0.355
C 0.473 1.121 -2.064
C 0.718 2.241 -2.840
C -0.333 2.756 -3.591
C -1.575 2.129 -3.532
C -1.802 1.036 -2.692
C -0.772 0.517 -1.906
H 5.835 -0.921 -4.721
H 3.604 -1.955 -5.001
H 1.822 -1.482 -3.409
H 4.478 1.070 -1.200
H 6.246 0.602 -2.814
H 3.874 -0.015 0.816
H 4.856 1.525 2.464
H 3.909 3.797 2.761
H 1.967 4.505 1.405
H 0.973 2.957 -0.239
H 1.708 2.683 -2.883
H -0.184 3.619 -4.227
H -2.385 2.497 -4.152
H -2.794 0.603 -2.667
S 0.821 -0.935 1.969
C 1.079 0.171 3.234
N 1.947 -0.292 4.186
C 2.337 0.428 5.246
C 1.833 1.681 5.416
C 0.915 2.105 4.457
N 0.557 1.392 3.404
H 2.304 -1.231 4.057
H 3.031 -0.049 5.926
H 2.110 2.301 6.254
H 0.446 3.079 4.558
```

Its LUMO energy is -5.64 eV. Its relative energy (zero: lowest compared OMol25 entry of this formula, charge and spin) is 5.23 kcal per mole. For the HOMO energy, the calculation gives -12.035 eV. As for the net charge: +2. The calculation puts the HOMO-LUMO gap at 6.396 eV.

[2]
C30H42As3NS4Ti as an isolated structure in a non-equilibrium geometry, computed with ωB97M-V with the def2-TZVPD basis set.

Structure (XYZ):
```
81
Properties=species:S:1:pos:R:3
Ti 0.401 -1.000 -0.337
S -1.995 -0.988 -0.203
C -2.342 -2.067 1.121
C -3.624 -2.603 1.260
C -3.919 -3.424 2.330
C -2.943 -3.721 3.277
C -1.674 -3.192 3.158
C -1.368 -2.356 2.082
S 0.197 -1.582 1.987
C 2.686 -2.502 1.257
C 3.075 -1.480 0.397
C 4.203 -0.659 0.659
C 4.694 0.151 -0.328
C 4.098 0.139 -1.599
C 2.958 -0.617 -1.785
C 2.354 -0.802 -3.147
S 0.570 -1.194 -3.081
C 0.456 -2.922 -3.446
C 0.509 -3.329 -4.777
C 0.352 -4.663 -5.095
C 0.111 -5.580 -4.076
C 0.035 -5.171 -2.759
C 0.205 -3.826 -2.411
S 0.080 -3.386 -0.731
N 2.384 -1.309 -0.790
H -4.371 -2.370 0.512
H -4.912 -3.845 2.424
H -3.179 -4.368 4.112
H -0.908 -3.412 3.890
H 2.121 -3.342 0.890
H 3.170 -2.603 2.219
H 4.693 -0.746 1.620
H 5.572 0.761 -0.159
H 4.530 0.687 -2.424
H 2.836 -1.651 -3.634
H 2.484 0.079 -3.772
H 0.672 -2.588 -5.551
H 0.403 -4.984 -6.126
H -0.029 -6.626 -4.315
H -0.168 -5.887 -1.973
C 2.850 2.644 0.974
As 1.453 1.252 1.173
C 1.921 0.903 3.049
C -0.168 2.281 1.656
C -0.832 3.254 0.679
C 0.196 4.245 0.111
C -1.516 2.540 -0.486
As -0.500 1.251 -1.578
C -1.999 0.916 -2.790
C 0.497 2.400 -2.833
C -1.888 4.076 1.442
As -3.333 3.356 2.631
C -3.822 1.605 1.875
C -2.260 2.666 4.134
H 2.563 3.533 1.530
H 3.053 2.910 -0.061
H 3.755 2.229 1.415
H 2.228 1.847 3.499
H 2.738 0.186 3.133
H 1.059 0.513 3.580
H 0.101 2.828 2.563
H -0.883 1.503 1.940
H 0.924 3.723 -0.513
H 0.726 4.758 0.914
H -0.303 5.002 -0.498
H -1.907 3.283 -1.185
H -2.357 1.950 -0.124
H -2.270 1.857 -3.268
H -2.853 0.541 -2.233
H -1.738 0.192 -3.556
H -0.049 3.332 -2.963
H 0.537 1.876 -3.788
H 1.511 2.619 -2.502
H -2.422 4.700 0.719
H -1.369 4.773 2.108
H -4.340 1.727 0.923
H -4.526 1.155 2.577
H -2.983 0.921 1.751
H -1.514 3.402 4.435
H -1.768 1.718 3.914
H -2.931 2.512 4.979
```

Its LUMO energy (spin up / spin down) is -3.71 / -4.72 eV. Its relative energy (zero: lowest compared OMol25 entry of this formula, charge and spin) is 35.72 kcal per mole. For the HOMO energy (spin up / spin down), the calculation gives -9.965 / -9.960 eV. As for the net charge: +1. The expectation value of S² is 0.779. The spin multiplicity is 2. The calculation puts the HOMO-LUMO gap (spin up / spin down) at 6.252 / 5.244 eV.

[3]
C30H42AuBN2O2S5 as an isolated structure in a non-equilibrium geometry, computed with ωB97M-V with the def2-TZVPD basis set.

Structure (XYZ):
```
83
Properties=species:S:1:pos:R:3
Au -1.608 -0.388 -0.248
C -2.745 -4.148 -0.334
C -3.825 -3.200 -0.823
S -3.729 -1.416 -0.505
C -4.872 -1.054 0.867
C -4.791 -1.851 2.147
S -3.251 -1.521 3.030
C -2.598 -3.145 3.497
C -1.906 -3.941 2.399
S -3.020 -4.867 1.297
H -1.742 -3.727 -0.421
H -2.775 -5.000 -1.016
H -4.801 -3.478 -0.421
H -3.888 -3.225 -1.911
H -5.850 -1.172 0.395
H -4.747 0.014 1.056
H -4.896 -2.919 1.960
H -5.630 -1.538 2.771
H -3.358 -3.728 4.017
H -1.848 -2.875 4.245
H -1.242 -4.673 2.860
H -1.289 -3.276 1.791
S -0.506 -0.388 2.004
C 0.710 0.751 1.823
N 1.459 1.168 2.816
C 2.519 2.157 2.587
C 3.179 1.859 1.273
N 2.146 1.849 0.221
C 2.564 2.440 -1.076
C 2.715 3.934 -0.954
C 3.976 4.510 -1.048
C 4.128 5.884 -0.918
C 3.020 6.683 -0.684
C 1.756 6.111 -0.592
C 1.602 4.742 -0.729
C 0.954 1.393 0.473
S -0.324 1.556 -0.649
C 1.329 0.687 4.211
C 2.538 -0.123 4.600
C 3.387 0.322 5.604
C 4.510 -0.421 5.949
C 4.788 -1.604 5.284
C 3.939 -2.055 4.279
C 2.816 -1.319 3.939
H 3.238 2.067 3.399
H 2.089 3.162 2.600
H 3.680 0.889 1.282
H 3.894 2.638 1.017
H 1.836 2.140 -1.826
H 3.526 1.980 -1.308
H 4.844 3.888 -1.240
H 5.111 6.328 -1.000
H 3.137 7.753 -0.582
H 0.890 6.737 -0.423
H 0.610 4.306 -0.674
H 0.407 0.118 4.283
H 1.237 1.576 4.836
H 3.167 1.244 6.131
H 5.163 -0.074 6.738
H 5.661 -2.184 5.554
H 4.150 -2.986 3.770
H 2.144 -1.681 3.168
C -3.509 -0.429 -4.901
C -2.267 -1.191 -4.483
C -2.192 -2.537 -5.168
O -2.412 -1.430 -3.022
B -1.674 -0.481 -2.431
O -0.870 0.263 -3.199
C -0.946 -0.346 -4.556
C 0.308 -1.187 -4.701
C -0.972 0.781 -5.562
H -4.390 -1.024 -4.663
H -3.507 -0.243 -5.975
H -3.590 0.529 -4.386
H -3.160 -3.034 -5.113
H -1.441 -3.182 -4.716
H -1.947 -2.407 -6.224
H 0.348 -1.985 -3.959
H 1.181 -0.548 -4.573
H 0.360 -1.636 -5.692
H -1.790 1.473 -5.382
H -1.073 0.378 -6.571
H -0.033 1.332 -5.516
```

Its LUMO energy is -7.00 eV. Its relative energy (zero: lowest compared OMol25 entry of this formula, charge and spin) is 7.01 kcal per mole. For the HOMO energy, the calculation gives -13.212 eV. As for the net charge: +2. The calculation puts the HOMO-LUMO gap at 6.209 eV.

[4]
C30H42BClMgN6O3S3 as an isolated structure in a non-equilibrium geometry, computed with ωB97M-V with the def2-TZVPD basis set.

Structure (XYZ):
```
87
Properties=species:S:1:pos:R:3
Mg -3.232 -18.543 3.061
C -4.370 -22.652 6.085
C -5.731 -22.216 6.568
C -5.728 -21.709 7.978
C -6.667 -23.413 6.429
N -6.143 -21.073 5.656
C -7.491 -20.843 5.421
C -7.625 -19.673 4.727
N -6.404 -19.048 4.699
B -6.327 -17.668 4.003
N -6.445 -17.863 2.423
C -7.121 -16.892 1.661
C -7.169 -17.322 0.372
N -6.390 -18.526 0.303
C -5.943 -18.822 1.610
S -4.875 -20.100 2.118
C -6.417 -19.609 -0.778
C -4.950 -19.807 -1.235
C -7.021 -20.937 -0.189
C -7.285 -19.185 -1.891
N -5.035 -16.751 4.493
C -4.873 -16.541 5.869
C -3.908 -15.617 6.061
N -3.295 -15.419 4.824
C -4.026 -16.107 3.829
S -3.714 -16.085 2.151
C -2.088 -14.467 4.722
C -2.062 -13.745 3.319
C -0.879 -15.289 5.067
C -2.240 -13.320 5.764
C -5.460 -19.878 5.319
S -3.821 -19.671 5.452
H -4.272 -23.728 6.386
H -3.538 -22.098 6.558
H -4.246 -22.501 5.016
H -5.189 -22.502 8.558
H -6.784 -21.514 8.300
H -5.082 -20.840 8.175
H -6.200 -24.364 6.861
H -6.811 -23.575 5.349
H -7.660 -23.224 6.864
H -8.276 -21.490 5.749
H -8.521 -19.173 4.370
H -7.250 -17.007 4.480
H -7.687 -16.170 2.209
H -7.617 -16.861 -0.480
H -4.230 -19.700 -0.430
H -4.685 -19.118 -2.045
H -4.850 -20.842 -1.699
H -6.324 -21.470 0.432
H -7.381 -21.558 -0.983
H -7.886 -20.626 0.478
H -7.030 -18.209 -2.323
H -8.362 -19.112 -1.601
H -7.222 -19.917 -2.684
H -5.434 -17.029 6.669
H -3.620 -15.070 6.972
H -1.851 -14.435 2.487
H -1.344 -12.913 3.346
H -3.000 -13.225 3.237
H -0.842 -16.184 4.413
H -0.925 -15.585 6.099
H 0.058 -14.661 4.968
H -3.233 -12.909 5.628
H -1.492 -12.563 5.663
H -2.146 -13.730 6.806
C -1.697 -20.409 -1.071
C -1.286 -19.027 -0.856
C -0.843 -18.284 -1.956
C -0.439 -16.977 -1.754
Cl -0.099 -15.984 -3.100
C -0.386 -16.380 -0.474
C -0.755 -17.139 0.630
C -1.241 -18.425 0.449
O -1.636 -19.149 1.542
C -0.605 -19.663 2.441
C -0.412 -18.687 3.588
O 0.719 -18.554 4.082
O -1.542 -18.182 4.057
H -2.339 -20.467 -1.984
H -2.191 -20.871 -0.187
H -0.816 -20.988 -1.301
H -0.766 -18.727 -2.941
H -0.173 -15.343 -0.485
H -0.949 -16.686 1.597
H 0.334 -19.804 1.857
H -0.925 -20.649 2.792
```

Its LUMO energy is 0.45 eV. Its relative energy (zero: lowest compared OMol25 entry of this formula, charge and spin) is 0.00 kcal per mole. For the HOMO energy, the calculation gives -7.521 eV. The calculation puts the HOMO-LUMO gap at 7.976 eV.